[1]
{"formula": "C11H9Cl4NbO4", "method": "ωB97M-V/def2-TZVPD", "symbols": ["Nb", "Cl", "Cl", "Cl", "Cl", "O", "O", "O", "O", "C", "C", "C", "C", "C", "C", "C", "C", "C", "C", "C", "H", "H", "H", "H", "H", "H", "H", "H", "H"], "positions_angstrom": [[-3.211, -1.663, 1.395], [3.814, 0.057, -0.828], [6.142, -1.210, 0.382], [6.240, 1.594, -0.375], [4.611, 0.753, 1.877], [-0.703, -0.714, 3.171], [-0.279, -2.764, 2.179], [-2.420, -1.684, -0.549], [-3.367, 0.250, -1.564], [1.153, 0.780, -3.043], [1.946, 1.204, -1.775], [-2.361, -0.413, -1.145], [-0.866, 0.185, -1.345], [5.200, 0.297, 0.264], [-1.123, -1.669, 2.392], [-0.320, 0.248, -2.806], [1.382, 1.164, -0.306], [-3.172, 0.602, 1.586], [-3.087, 1.908, 1.707], [-0.063, 0.643, -0.091], [1.606, 0.835, -4.102], [-2.716, 2.990, 1.816], [-3.102, -3.501, 1.431], [3.009, 1.590, -1.908], [-0.961, -0.079, -3.702], [-0.512, 0.600, 0.959], [-3.938, -1.776, 3.056], [-4.913, -1.703, 0.731], [2.011, 1.474, 0.592]], "total_charge": -2, "homo_lumo_gap_ev": 3.83}

***

[2]
{"formula": "C6H16O3", "method": "ωB97M-V/def2-TZVPD", "symbols": ["O", "O", "O", "C", "C", "C", "C", "C", "C", "H", "H", "H", "H", "H", "H", "H", "H", "H", "H", "H", "H", "H", "H", "H", "H"], "positions_angstrom": [[-3.481, -1.561, -1.113], [3.239, -0.418, -1.533], [3.316, 0.838, 1.058], [-2.041, -0.198, 1.523], [0.102, -1.387, 0.853], [-0.694, 0.910, -0.285], [-0.552, 0.341, -1.642], [-0.561, 2.086, 0.181], [-0.973, -0.254, 0.723], [-0.229, -2.318, 0.571], [2.493, 1.264, 1.050], [3.250, -0.514, -0.546], [-1.395, -0.291, -1.923], [0.397, -1.384, 1.824], [3.710, 0.405, 1.806], [-0.252, 1.198, -2.325], [-2.994, -2.276, -1.246], [-0.279, 2.783, -0.570], [-2.470, 0.741, 1.633], [0.484, -0.052, -1.660], [-2.305, -0.847, 2.172], [-2.856, -0.864, -0.672], [0.978, -1.081, 0.294], [-0.287, 2.315, 1.308], [3.401, 0.563, -1.482]], "total_charge": 0, "homo_lumo_gap_ev": 9.87, "smiles": "C=C(C)C(=C)C.O.O.O"}

***

[3]
{"formula": "C12H30F6KN3O20P2S6", "method": "ωB97M-V/def2-TZVPD", "symbols": ["K", "S", "S", "S", "S", "S", "S", "P", "P", "F", "F", "F", "F", "F", "F", "O", "O", "O", "O", "O", "O", "O", "O", "O", "O", "O", "O", "O", "O", "O", "O", "O", "O", "O", "O", "N", "N", "N", "C", "C", "C", "C", "C", "C", "C", "C", "C", "C", "C", "C", "H", "H", "H", "H", "H", "H", "H", "H", "H", "H", "H", "H", "H", "H", "H", "H", "H", "H", "H", "H", "H", "H", "H", "H", "H", "H", "H", "H", "H", "H"], "positions_angstrom": [[2.387, 2.094, 0.492], [2.702, -1.478, -1.873], [4.569, 2.840, -2.458], [-0.071, 4.940, 1.714], [1.922, 5.484, 2.863], [5.866, 3.269, -0.482], [3.369, -2.241, 0.310], [-0.465, -0.563, 1.917], [-3.000, -0.361, -3.540], [3.325, 4.702, 3.048], [-0.585, 4.365, 0.281], [5.481, 3.675, 1.005], [3.046, 3.046, -2.966], [3.265, -1.241, -3.353], [4.626, -2.905, 1.066], [1.618, -2.391, -2.135], [-0.866, 4.232, 2.676], [2.312, -0.138, -1.487], [-0.197, -1.443, 3.215], [2.425, -3.325, 0.468], [-4.461, -0.686, -2.974], [1.325, 5.240, 4.151], [0.548, 0.481, 1.668], [-2.275, -1.779, -3.629], [-0.322, 6.337, 1.458], [6.789, 4.314, -0.808], [3.166, -1.062, 1.117], [-0.701, -1.631, 0.767], [6.393, 1.937, -0.309], [4.779, 1.416, -2.653], [-1.973, 0.023, 2.064], [5.144, 3.734, -3.436], [2.300, 6.814, 2.503], [-3.015, 0.505, -4.724], [-2.276, 0.268, -2.284], [1.414, 4.480, 1.535], [4.304, 3.323, -1.027], [4.015, -2.046, -1.248], [-0.522, -3.073, 0.868], [-4.755, -1.742, -2.078], [-2.145, -2.469, -4.866], [1.660, -2.453, 4.443], [-0.688, 1.952, -1.697], [-0.937, -3.397, -4.747], [-4.434, -1.447, -0.640], [0.895, -1.175, 4.099], [-1.780, -3.595, 1.538], [-3.658, 0.877, 3.573], [-2.270, 1.079, 2.950], [-0.864, 0.556, -2.273], [-1.185, 2.759, -2.236], [-3.070, -2.975, -5.155], [-0.417, -0.214, -1.646], [-3.598, -0.002, 4.216], [-1.727, -4.686, 1.408], [-0.009, -2.842, -4.627], [-2.280, 2.050, 2.447], [-4.867, -2.229, -0.004], [-3.916, 1.739, 4.188], [0.473, -0.777, 5.026], [-5.742, -2.191, -2.228], [-0.474, 0.489, -3.291], [2.540, -2.214, 5.034], [-1.487, 1.202, 3.704], [-4.416, 0.791, 2.796], [-1.127, 2.038, -0.700], [-2.701, -3.258, 1.070], [-1.943, -1.798, -5.706], [0.367, -3.364, 1.421], [-0.849, -3.915, -5.707], [-1.063, -4.111, -3.936], [1.977, -2.893, 3.492], [-4.935, -0.563, -0.243], [-3.369, -1.445, -0.422], [-4.231, -2.639, -2.438], [0.998, -3.207, 4.868], [1.543, -0.405, 3.683], [-1.851, -3.404, 2.607], [0.369, 2.188, -1.588], [-0.393, -3.468, -0.136]], "total_charge": -2, "homo_lumo_gap_ev": 9.01}

***

[4]
{"formula": "C5H9NO", "method": "ωB97M-V/def2-TZVPD", "symbols": ["O", "N", "C", "C", "C", "C", "C", "H", "H", "H", "H", "H", "H", "H", "H", "H"], "positions_angstrom": [[-0.065, -0.340, 1.405], [-0.654, 0.665, -2.821], [-0.405, -0.893, -0.791], [-0.514, -0.078, -1.932], [1.675, 0.417, -0.154], [0.690, -0.701, 0.148], [-1.648, 0.427, 0.817], [2.416, 0.550, 0.644], [-0.874, -1.869, -0.832], [-1.537, 1.182, 0.042], [-2.427, -0.296, 0.595], [1.211, -1.624, 0.427], [1.152, 1.366, -0.309], [-1.754, 0.850, 1.817], [2.216, 0.191, -1.076], [0.517, 0.153, 2.020]], "total_charge": 0, "homo_lumo_gap_ev": 7.62}

***

> What is the formula in the third record?

C12H30F6KN3O20P2S6